C27H45ClF5GaP as an isolated structure. Source: the Open Molecules 2025 dataset; level of theory: the ωB97M-V functional and the def2-TZVPD basis.

Values from the calculation:
Total charge: -1
Frontier orbital gap (alpha / beta) in eV: 4.1 / 4.1

XYZ file:
```
80
Properties=species:S:1:pos:R:3:forces:R:3:lowdin_charge:R:1
Ga -0.0815 0.7792 2.4217 0.64 1.59 -0.99 0.17
Cl -2.2201 0.2205 2.5201 -0.60 -0.59 -0.11 0.23
P 0.0852 0.6541 -0.2958 -0.37 -0.22 -0.66 1.15
F 2.7242 1.2418 2.0315 -0.72 -0.69 0.62 0.01
F 3.6731 0.1976 4.3490 -0.45 0.03 0.19 0.13
F 2.1036 1.7092 4.6159 0.36 -1.29 -0.18 0.11
F 2.3497 -0.9417 2.2438 0.31 0.53 0.31 -0.01
F 1.6707 -0.4195 4.9957 0.49 0.57 -0.60 0.11
C -2.2724 -4.3019 3.4421 0.27 -0.04 -0.18 -0.20
C 0.4167 2.6532 -2.3852 -0.12 -0.17 -0.25 -0.23
C -2.1910 -3.2657 4.5664 -0.29 0.22 0.15 -0.19
C 1.4436 -0.2534 -1.2477 -0.45 0.06 0.18 -0.41
C 0.1941 4.1137 -2.7901 0.15 -0.08 0.18 -0.21
C -2.1135 0.3827 -2.2179 0.11 -0.10 -0.15 -0.21
C 0.6782 3.3408 0.0351 0.79 1.36 -2.23 -0.31
C -3.4224 -1.8128 -2.4575 0.07 -0.12 0.12 -0.21
C 2.2954 -1.4235 -3.3261 -0.04 -0.01 0.11 -0.20
C 0.8888 5.0876 -1.8339 0.03 0.19 -0.11 -0.23
C -1.0763 -2.2036 4.4342 -0.11 0.08 0.11 -0.21
C 2.3532 0.4384 4.1822 0.10 0.56 0.17 -0.55
C 1.9244 0.3083 2.7079 0.28 -0.43 -0.13 -0.40
C 3.9332 -0.5096 -1.6000 -0.17 0.02 0.03 -0.20
C -0.0274 2.6732 2.3281 -1.72 -0.65 4.14 -0.29
C 3.7100 -0.8950 -3.0660 0.01 0.06 0.00 -0.21
C 2.8194 0.3960 -1.0548 0.19 -0.02 0.09 -0.21
C 0.5561 4.8074 -0.3685 0.04 -0.60 -0.05 -0.23
C -0.5795 -2.9736 2.1306 -0.40 -1.50 -2.07 -0.15
C -1.4137 -1.6649 -0.9166 -0.11 -0.18 0.15 -0.22
C -1.5259 -0.1398 -0.8983 0.41 0.40 0.16 -0.43
C -3.4569 -0.2849 -2.5416 0.01 0.10 0.13 -0.20
C -0.2667 -2.2605 3.1561 0.88 1.18 2.94 -0.18
C -1.8702 -3.7340 2.0649 -0.55 -0.17 0.19 -0.19
C 1.2026 -0.5199 -2.7409 0.08 0.14 -0.23 -0.21
C -0.0361 2.4247 -0.9414 0.29 -0.23 0.63 -0.42
C -2.7746 -2.3197 -1.1608 -0.08 0.08 -0.03 -0.20
H -3.7691 0.0234 -3.5457 -0.08 -0.02 0.09 0.10
H -0.7185 -1.9931 -1.7007 -0.15 0.02 0.15 0.10
H -0.8845 4.3124 -2.7896 -0.01 0.02 -0.02 0.11
H 0.2199 3.1628 1.2434 0.53 -0.09 -1.41 -0.08
H 1.2003 0.4338 -3.2857 0.05 -0.25 0.12 0.10
H -2.2031 0.1373 -0.0700 0.05 -0.13 -0.32 0.05
H -2.2567 1.4720 -2.1800 0.06 -0.31 -0.01 0.10
H -1.8104 -4.5439 1.3286 0.00 0.08 0.09 0.11
H -1.5464 -1.2102 4.5214 0.31 -0.33 -0.05 0.05
H -4.2085 0.0980 -1.8410 0.01 -0.05 -0.01 0.11
H -4.4431 -2.2071 -2.5308 0.10 0.02 -0.08 0.10
H 3.0053 0.6014 0.0037 -0.06 -0.02 -0.28 0.09
H 1.7353 3.0518 0.1455 -0.04 -0.01 -0.03 0.10
H -0.1260 1.9978 -3.0823 0.12 0.17 0.00 0.08
H 2.1956 -2.4234 -2.8838 0.03 0.03 -0.01 0.11
H -1.1219 2.6321 -0.8895 0.11 0.02 0.07 0.11
H 0.0882 -3.0451 1.2674 -0.09 0.12 0.32 0.11
H -2.6795 -3.0676 1.7245 0.22 -0.03 0.00 0.10
H -1.4087 0.1847 -3.0406 -0.22 0.07 0.17 0.09
H 4.8980 -0.0015 -1.4843 -0.07 -0.12 -0.03 0.11
H 3.8905 -0.0167 -3.7001 -0.06 -0.03 0.06 0.11
H 0.2234 -0.9792 -2.9196 0.36 0.14 0.02 0.08
H -3.2889 -4.7133 3.3968 0.17 0.02 -0.01 0.10
H 0.5993 6.1119 -2.0913 0.05 0.13 -0.13 0.09
H 0.5570 4.2602 -3.8157 -0.12 0.05 0.09 0.10
H -3.4326 -2.0994 -0.3066 0.09 0.00 -0.15 0.11
H 0.6762 3.1019 3.0591 -0.10 0.06 -0.23 -0.01
H 1.4868 2.4117 -2.4675 -0.31 0.13 -0.02 0.09
H -1.0507 2.9994 2.5936 0.23 0.22 0.07 -0.02
H -2.8658 -2.2155 -3.3139 0.01 0.05 0.04 0.11
H -0.4019 -2.2853 5.2988 0.06 0.03 -0.31 0.10
H 2.8501 1.3645 -1.5758 -0.01 -0.23 0.14 0.10
H 0.6711 -1.7074 3.2136 -0.33 -0.44 -0.21 0.06
H 1.9744 5.0202 -1.9706 -0.01 -0.08 -0.02 0.10
H -2.6528 -3.4118 -1.1996 -0.10 0.18 0.01 0.11
H 2.1281 -1.5318 -4.4048 0.06 -0.06 0.11 0.10
H -0.4727 5.1507 -0.1768 -0.08 -0.02 0.00 0.10
H -1.6037 -5.1342 3.6835 0.02 0.00 -0.09 0.10
H 4.4437 -1.6535 -3.3643 -0.04 0.11 -0.02 0.10
H -1.0056 -2.0245 0.0342 -0.12 0.22 -0.25 0.07
H 3.9721 -1.4187 -0.9855 0.01 0.06 -0.04 0.11
H -3.1468 -2.7338 4.6382 0.05 -0.11 -0.09 0.10
H 1.4515 -1.2290 -0.7239 0.10 0.19 -0.14 0.11
H -2.0674 -3.7899 5.5239 -0.10 0.07 -0.18 0.10
H 1.2044 5.4038 0.2819 -0.03 0.08 -0.03 0.10
```
Forces are in eV/Å.